# C39H35BrFN5O2RhSb

A molecular structure, C39H35BrFN5O2RhSb in a non-equilibrium geometry (wB97M-V/def2-TZVPD, the OMol25 dataset).

The geometry in XYZ format:
```
85
Properties=species:S:1:pos:R:3:mulliken_charge:R:1
Rh -0.388 -1.037 1.259 0.855
C -1.123 -1.891 -2.281 -1.239
C 0.163 -2.336 -1.657 0.434
C 1.252 -2.752 -2.415 -0.751
C 2.404 -3.198 -1.789 -0.583
C 2.430 -3.285 -0.403 -0.945
C 1.310 -2.876 0.304 0.236
N 0.227 -2.388 -0.313 0.310
Sb 1.316 -3.353 2.459 0.926
C -0.865 -3.464 2.643 -0.329
C -1.379 -4.447 3.469 -0.842
C -2.755 -4.660 3.461 -0.505
C -3.546 -3.912 2.610 -0.936
C -2.973 -2.925 1.810 0.631
C -3.799 -2.105 0.866 -0.906
N -1.651 -2.716 1.859 0.784
C 1.673 -1.317 3.201 -0.007
C 2.769 -1.169 4.029 -0.888
C 3.069 0.100 4.512 -0.613
C 2.249 1.154 4.161 -0.888
C 1.154 0.945 3.325 0.535
C 0.271 2.092 2.948 -1.366
N 0.886 -0.284 2.855 0.527
H -0.981 -1.584 -3.315 0.456
H -1.562 -1.074 -1.713 0.137
H -1.831 -2.723 -2.271 0.316
H 1.184 -2.733 -3.494 0.547
H 3.266 -3.497 -2.370 0.484
H 3.292 -3.677 0.122 0.545
H -0.719 -5.036 4.091 0.507
H -3.193 -5.417 4.097 0.451
H -4.612 -4.084 2.548 0.549
H -4.395 -2.755 0.226 0.582
H -3.160 -1.480 0.245 -0.258
H -4.494 -1.463 1.410 0.258
H 3.376 -2.027 4.286 0.518
H 3.931 0.259 5.146 0.467
H 2.447 2.155 4.519 0.545
H 0.853 3.007 2.854 0.515
H -0.471 2.257 3.733 0.334
H -0.254 1.896 2.017 0.037
C -2.819 0.413 3.175 -1.595
O -2.242 0.434 1.866 1.838
C -2.851 1.222 0.916 -0.208
C -4.080 1.827 1.080 -0.273
C -4.581 2.614 0.047 -0.739
Br -6.246 3.470 0.291 -0.138
C -3.895 2.765 -1.138 -0.914
C -2.664 2.124 -1.326 0.905
C -2.141 1.384 -0.274 -0.259
O -0.899 0.740 -0.349 -0.136
C -2.019 2.272 -2.633 0.112
N -2.474 3.080 -3.550 -0.738
C -1.653 2.931 -4.639 0.468
C -1.686 3.562 -5.885 -0.772
C -0.717 3.216 -6.801 -0.539
C 0.273 2.266 -6.506 -0.515
C 0.324 1.629 -5.281 -0.950
C -0.655 1.976 -4.359 0.813
N -0.910 1.574 -3.065 0.645
H -2.952 1.427 3.552 0.454
H -2.119 -0.126 3.810 0.206
H -3.780 -0.104 3.178 0.435
H -4.656 1.718 1.988 0.616
H -4.284 3.359 -1.951 0.685
H -0.202 1.382 -0.545 -0.072
H -2.456 4.288 -6.106 0.467
H -0.714 3.686 -7.775 0.397
H 1.015 2.028 -7.256 0.416
H 1.097 0.903 -5.061 0.423
H -0.441 0.832 -2.584 -0.358
F 7.821 1.544 -0.636 -0.298
C 6.525 1.344 -0.420 0.296
C 5.658 2.432 -0.454 -0.630
C 4.321 2.218 -0.238 -0.535
C 3.806 0.912 0.008 0.879
C 2.442 0.716 0.191 -1.197
C 4.740 -0.161 0.052 -0.232
C 6.079 0.052 -0.159 -0.682
H 6.052 3.420 -0.649 0.464
H 3.629 3.051 -0.259 0.414
H 2.025 -0.277 0.340 0.510
H 1.776 1.571 0.216 0.077
H 4.377 -1.159 0.267 0.345
H 6.800 -0.754 -0.126 0.479
```

## Properties
Kohn-Sham gap (spin up / spin down) ... 6.2864 / 5.1542 eV
Relative energy (zero: lowest compared OMol25 entry of this formula, charge and spin) ... 0.000 eV
2S+1 ... 5
Charge ... +2


# C39H35Cl2N9O2Tb

A molecular structure, C39H35Cl2N9O2Tb in a non-equilibrium geometry (wB97M-V/def2-TZVPD, the OMol25 dataset).

The geometry in XYZ format:
```
88
Properties=species:S:1:pos:R:3:mulliken_charge:R:1
Tb 0.506 0.089 0.355 -0.422
Cl -4.641 -2.107 4.962 -0.218
C -3.337 -1.239 4.225 0.044
C -2.983 -1.495 2.905 -1.675
C -1.894 -0.823 2.318 0.638
N -1.418 -1.103 1.051 1.257
C -1.958 -2.085 0.302 0.229
O -2.979 -2.744 0.427 -0.781
C -1.239 -2.345 -1.043 0.354
C -1.878 -3.207 -1.922 -0.981
C -1.361 -3.328 -3.183 -0.586
C -0.271 -2.509 -3.600 -1.191
C 0.302 -1.716 -2.641 0.315
N -0.135 -1.655 -1.382 0.859
C -1.208 0.136 3.125 -0.280
C -1.584 0.347 4.434 -1.112
C -2.679 -0.282 4.983 -0.205
Cl -3.181 0.047 6.631 -0.210
N -0.050 0.768 2.558 1.219
C 0.739 1.593 3.290 -0.032
O 0.544 2.058 4.417 -0.779
C 2.005 2.068 2.606 0.266
C 2.839 2.897 3.255 -0.464
C 4.086 3.238 2.748 -0.674
C 4.352 2.802 1.470 -1.032
C 3.418 1.980 0.810 0.069
N 2.293 1.569 1.381 0.454
H -3.409 -2.304 2.329 0.760
H -2.768 -3.677 -1.579 0.667
H -1.781 -3.972 -3.928 0.437
H 0.136 -2.541 -4.600 0.564
H 1.158 -1.090 -2.948 0.039
H -1.124 1.134 5.011 0.747
H 2.495 3.264 4.214 0.587
H 4.835 3.844 3.281 0.414
H 5.270 3.043 0.979 0.494
H 3.596 1.653 -0.212 0.360
C 2.116 3.685 -2.414 -0.781
C 3.374 3.276 -2.992 -0.999
C 3.591 1.921 -2.904 -0.684
C 2.687 1.039 -2.342 -0.221
N 1.540 1.439 -1.721 0.541
C 1.327 2.751 -1.831 -0.152
C 3.090 -0.373 -2.098 0.307
C 3.803 -1.151 -2.992 -0.603
C 4.225 -2.406 -2.578 -1.271
C 3.917 -2.864 -1.333 -0.840
C 3.171 -2.051 -0.507 0.778
N 2.727 -0.848 -0.873 0.710
C 2.828 -2.408 0.906 0.974
C 3.606 -3.389 1.612 -1.007
C 3.260 -3.660 2.931 -0.642
C 2.092 -3.106 3.482 -1.130
C 1.395 -2.162 2.747 -0.107
N 1.722 -1.894 1.481 0.418
H 1.741 4.715 -2.322 0.429
H 4.049 4.006 -3.438 0.465
H 4.485 1.470 -3.242 0.596
H 0.442 3.100 -1.347 0.395
H 4.023 -0.625 -3.907 0.687
H 4.836 -3.045 -3.185 0.465
H 4.212 -3.865 -1.004 0.445
H 4.417 -3.929 1.094 0.307
H 3.793 -4.405 3.504 0.423
H 1.730 -3.253 4.472 0.532
H 0.522 -1.654 3.200 0.341
C -5.691 1.216 -0.680 -0.893
C -4.782 2.289 -1.277 -0.767
N -3.510 1.681 -1.597 0.093
C -3.373 1.026 -2.893 -1.277
C -3.422 -0.514 -2.834 0.064
C -2.495 1.666 -0.723 0.975
C -2.708 2.226 0.629 -1.053
N -1.274 1.231 -0.993 0.231
H -6.719 1.554 -0.591 0.436
H -5.449 0.804 0.318 0.234
H -5.706 0.402 -1.408 0.222
H -4.756 3.188 -0.635 0.353
H -5.190 2.653 -2.187 0.470
H -2.439 1.425 -3.420 0.399
H -4.224 1.278 -3.523 0.382
H -2.441 -0.892 -2.533 -0.439
H -3.545 -1.008 -3.817 0.476
H -4.175 -0.843 -2.143 0.269
H -3.639 1.860 1.124 0.231
H -2.769 3.309 0.478 0.530
H -1.864 1.924 1.260 -0.291
H -1.243 0.905 -1.981 -0.155
```

## Properties
Kohn-Sham gap (spin up / spin down) ... 5.8083 / 5.8045 eV
2S+1 ... 7
Charge ... +1


# C39H35FN4O4PbSi

A molecular structure, C39H35FN4O4PbSi (wB97M-V/def2-TZVPD, the OMol25 dataset).

The geometry in XYZ format:
```
85
Properties=species:S:1:pos:R:3:mulliken_charge:R:1
Pb 0.664 -0.227 0.689 1.323
C -5.070 4.257 3.345 -1.380
C -3.761 3.786 3.976 -0.293
C -2.977 4.891 4.666 -1.069
C -2.551 5.959 3.667 -1.173
C -1.928 5.348 2.441 1.018
C -1.148 6.108 1.603 -0.762
C -0.512 5.534 0.499 -0.304
F 0.243 6.304 -0.272 -0.330
C -0.620 4.204 0.211 -1.180
C -1.425 3.398 1.033 0.632
C -1.577 2.005 0.792 1.229
O -1.019 1.435 -0.317 -0.673
C -2.319 1.240 1.671 0.796
C -2.998 1.876 2.700 -0.440
N -2.908 3.175 2.922 0.002
C -2.097 3.974 2.147 -0.386
C -2.417 -0.275 1.551 0.208
O -3.487 -0.817 1.621 -0.563
O -1.257 -0.871 1.446 -0.706
H -5.674 4.767 4.093 0.400
H -5.639 3.408 2.965 0.399
H -4.887 4.945 2.519 0.392
H -3.976 2.997 4.696 0.573
H -2.098 4.456 5.148 0.358
H -3.595 5.331 5.447 0.428
H -1.825 6.628 4.130 0.528
H -3.406 6.574 3.378 0.384
H -1.003 7.162 1.802 0.585
H -0.094 3.782 -0.631 1.028
H -3.649 1.297 3.344 0.557
C -0.378 -4.034 -7.944 -1.594
C 0.439 -4.516 -6.778 0.654
C 1.507 -3.771 -6.289 -0.633
C 2.298 -4.231 -5.246 -0.286
C 2.030 -5.466 -4.666 -0.018
N 2.851 -6.037 -3.652 -0.042
C 3.596 -5.429 -2.692 0.201
O 4.543 -5.927 -2.141 -0.593
N 3.168 -4.117 -2.308 -0.085
C 1.935 -3.808 -1.784 -0.102
C 0.818 -4.659 -1.820 0.075
C -0.352 -4.269 -1.200 -1.195
C -0.430 -3.047 -0.557 -0.098
N 0.617 -2.220 -0.550 -0.233
C 1.762 -2.579 -1.146 -0.214
C 0.963 -6.221 -5.144 -0.291
C 0.176 -5.747 -6.179 -0.772
H -0.213 -2.975 -8.132 0.352
H -1.442 -4.202 -7.780 0.370
H -0.097 -4.581 -8.846 0.410
H 1.750 -2.824 -6.756 0.474
H 3.145 -3.646 -4.918 0.483
H 3.094 -7.008 -3.785 0.274
H 3.943 -3.586 -1.941 0.247
H 0.882 -5.622 -2.303 0.639
H -1.210 -4.925 -1.196 0.491
H -1.312 -2.730 -0.016 0.441
H 2.594 -1.882 -1.095 0.409
H 0.757 -7.192 -4.708 0.454
H -0.645 -6.351 -6.544 0.416
C -2.068 -2.104 -4.622 -0.324
C -0.917 -1.332 -4.519 -0.532
C -0.861 -0.297 -3.603 -0.646
C -1.955 -0.014 -2.777 0.978
C -3.103 -0.805 -2.887 -0.445
C -3.155 -1.847 -3.800 -0.944
Si -2.044 1.554 -1.795 0.214
C -1.418 3.054 -2.694 0.795
C -2.317 4.039 -3.110 -0.581
C -1.875 5.149 -3.814 -0.715
C -0.528 5.287 -4.117 -0.542
C 0.377 4.310 -3.722 -0.782
C -0.065 3.204 -3.018 -0.110
H -2.112 -2.902 -5.354 0.385
H -0.078 -1.530 -5.174 0.533
H 0.030 0.322 -3.556 0.220
H -3.969 -0.593 -2.269 0.434
H -4.055 -2.444 -3.883 0.441
H -3.361 1.770 -1.181 -0.199
H -3.372 3.937 -2.879 0.381
H -2.582 5.906 -4.126 0.451
H -0.180 6.154 -4.662 0.438
H 1.426 4.413 -3.968 0.446
H 0.654 2.449 -2.709 0.288
```

## Properties
Kohn-Sham gap ... 6.0182 eV
Relative energy (zero: lowest compared OMol25 entry of this formula, charge and spin) ... 0.000 eV
Charge ... +2


# C39H35N10O2Pb

A molecular structure, C39H35N10O2Pb in a non-equilibrium geometry (wB97M-V/def2-TZVPD, the OMol25 dataset).

The geometry in XYZ format:
```
87
Properties=species:S:1:pos:R:3:mulliken_charge:R:1
Pb -0.845 1.233 0.152 1.837
C 1.525 5.082 -0.748 -1.187
C 2.658 5.126 0.061 -0.532
C 2.811 4.162 1.030 -0.604
C 1.841 3.147 1.171 0.210
N 0.755 3.118 0.376 0.160
C 0.605 4.078 -0.531 -0.215
N 2.119 2.226 2.118 -0.191
C 1.405 1.249 2.556 -0.620
N 0.134 0.857 2.252 -0.221
C -0.179 -0.253 2.983 -0.233
N -1.246 -0.967 3.015 -0.386
C -2.383 -0.862 2.306 0.246
C -3.411 -1.759 2.665 -0.494
C -4.629 -1.699 2.030 -0.642
C -4.825 -0.735 1.044 -0.852
C -3.771 0.098 0.731 -0.045
N -2.588 0.029 1.320 0.182
C 0.945 -0.574 3.873 0.215
C 1.117 -1.542 4.841 -0.080
C 2.337 -1.566 5.509 -0.708
C 3.340 -0.652 5.215 -0.834
C 3.160 0.330 4.248 0.025
C 1.948 0.356 3.590 0.552
H 1.360 5.809 -1.525 0.509
H 3.396 5.901 -0.077 0.439
H 3.663 4.133 1.688 0.553
H -0.305 4.032 -1.112 0.611
H -3.197 -2.483 3.434 0.537
H -5.425 -2.384 2.288 0.432
H -5.767 -0.631 0.535 0.494
H -3.869 0.863 -0.025 0.244
H 0.331 -2.242 5.068 0.579
H 2.512 -2.310 6.269 0.439
H 4.273 -0.701 5.755 0.455
H 3.933 1.042 4.006 0.605
C 2.216 2.153 -3.386 -2.105
C 0.986 1.772 -2.614 0.672
N 1.083 1.050 -1.561 1.398
N 2.102 0.559 -1.001 -1.171
C 2.017 -0.386 -0.023 -0.276
O 0.940 -0.889 0.288 -0.485
C 3.295 -0.700 0.622 0.802
C 4.411 0.109 0.422 -0.230
C 5.581 -0.150 1.108 -0.891
C 5.643 -1.215 1.993 -0.479
C 4.541 -2.035 2.178 -0.719
C 3.366 -1.782 1.498 -0.236
C -0.324 2.207 -3.086 0.711
C -0.486 2.811 -4.339 -0.871
C -1.761 3.158 -4.751 -0.666
C -2.838 2.889 -3.919 -0.994
C -2.579 2.319 -2.682 -0.296
N -1.366 2.002 -2.279 0.498
H 3.097 1.943 -2.784 0.342
H 2.190 3.213 -3.634 0.456
H 2.277 1.584 -4.312 0.376
H 4.343 0.933 -0.270 0.439
H 6.448 0.476 0.955 0.427
H 6.550 -1.401 2.548 0.449
H 4.599 -2.879 2.848 0.449
H 2.502 -2.416 1.624 0.411
H 0.363 3.014 -4.971 0.520
H -1.909 3.637 -5.708 0.435
H -3.846 3.144 -4.212 0.494
H -3.381 2.117 -1.991 0.336
N -2.989 3.872 0.461 -0.656
C -2.282 2.975 0.423 0.147
O -2.249 -0.532 -1.535 -0.112
C -2.182 -1.700 -1.913 -0.097
C -1.313 -2.737 -1.251 0.438
C -2.130 -3.827 -0.542 -0.425
C -2.646 -4.921 -1.476 -0.978
C -3.640 -4.420 -2.522 -0.614
C -3.014 -3.432 -3.509 -0.827
N -2.917 -2.093 -2.966 -0.121
H -0.695 -2.215 -0.521 -0.832
H -0.658 -3.197 -1.995 0.795
H -2.965 -3.371 -0.006 0.091
H -1.485 -4.297 0.203 0.441
H -3.130 -5.694 -0.874 0.390
H -1.800 -5.393 -1.983 0.332
H -4.489 -3.940 -2.031 0.288
H -4.022 -5.276 -3.079 0.388
H -3.625 -3.375 -4.410 0.458
H -2.019 -3.784 -3.802 0.278
H -3.542 -1.392 -3.342 0.337
```

## Properties
Kohn-Sham gap (spin up / spin down) ... 5.3316 / 5.3350 eV
Relative energy (zero: lowest compared OMol25 entry of this formula, charge and spin) ... 1.930 eV
Charge ... +1


# C39H35N2O13

6 unconnected molecules or ions with the total composition C39H35N2O13 in a non-equilibrium geometry (wB97M-V/def2-TZVPD, the OMol25 dataset).

The geometry in XYZ format:
```
89
Properties=species:S:1:pos:R:3:mulliken_charge:R:1
C -3.400 1.074 3.558 -0.401
C -2.053 0.267 3.138 0.684
O -1.010 0.482 3.801 -0.567
O -2.197 -0.646 2.057 -0.334
C -1.050 -0.655 1.170 -0.254
C -0.490 0.776 0.738 -0.655
C -1.478 1.655 -0.174 -0.352
C -3.071 1.431 -0.130 -0.072
C -3.571 2.962 -0.473 -0.697
C -2.230 3.760 -0.951 0.002
O -2.285 5.200 -1.056 -0.355
C -2.503 5.780 0.234 0.501
N -2.624 6.095 1.394 -0.398
N -1.132 3.133 -0.123 0.253
H -3.449 1.197 4.700 0.371
H -3.517 2.060 2.993 0.133
H -4.287 0.396 3.274 0.027
H -0.159 -1.267 1.574 0.473
H -1.392 -1.194 0.195 -0.230
H -0.113 1.432 1.609 0.558
H 0.451 0.575 0.092 0.272
H -1.217 1.291 -1.242 0.199
H -3.582 1.108 0.835 -0.060
H -3.310 0.878 -1.101 0.323
H -4.288 3.054 -1.372 0.333
H -4.029 3.457 0.463 0.327
H -2.078 3.394 -2.036 0.369
H -1.309 3.368 0.869 0.583
H -0.157 3.217 -0.479 0.138
C -0.673 -3.497 -3.607 -0.681
C -0.597 -4.818 -3.778 -0.298
C -0.759 -5.748 -2.641 0.407
O -0.689 -6.952 -2.794 -0.602
C -1.008 -5.158 -1.308 -0.531
C -1.082 -3.838 -1.138 -0.143
C -0.921 -2.908 -2.276 0.636
O -0.991 -1.698 -2.122 -0.508
H -0.556 -2.801 -4.429 0.416
H -0.417 -5.265 -4.747 0.394
H -1.124 -5.854 -0.487 0.461
H -1.263 -3.391 -0.169 0.425
C 1.657 2.770 -2.892 -0.182
C 2.262 2.999 -4.058 -0.591
C 3.712 3.282 -4.126 0.222
O 4.263 3.493 -5.188 -0.514
C 4.463 3.299 -2.854 -0.244
C 3.857 3.070 -1.688 -0.376
C 2.410 2.788 -1.620 0.585
O 1.854 2.575 -0.550 -0.640
H 0.596 2.561 -2.824 0.372
H 1.725 2.989 -4.999 0.455
H 5.523 3.508 -2.922 0.426
H 4.391 3.080 -0.749 0.431
C 5.815 5.399 1.840 -0.344
C 6.677 5.393 2.857 -0.350
C 8.081 4.970 2.670 0.302
O 8.867 4.962 3.596 -0.521
C 8.492 4.556 1.311 -0.406
C 7.629 4.563 0.294 -0.299
C 6.226 4.986 0.482 0.498
O 5.436 4.994 -0.448 -0.559
H 4.783 5.705 1.960 0.425
H 6.393 5.694 3.858 0.410
H 9.524 4.250 1.191 0.412
H 7.914 4.262 -0.707 0.414
C 3.478 -8.157 -1.634 -0.484
C 2.533 -7.431 -2.233 -0.172
C 2.857 -6.154 -2.903 0.395
O 1.994 -5.487 -3.450 -0.430
C 4.269 -5.715 -2.887 -0.375
C 5.213 -6.441 -2.288 -0.389
C 4.889 -7.718 -1.617 0.280
O 5.750 -8.381 -1.073 -0.533
H 3.258 -9.094 -1.138 0.433
H 1.495 -7.738 -2.255 0.490
H 4.488 -4.778 -3.383 0.417
H 6.252 -6.133 -2.266 0.400
C -8.064 -1.073 5.466 -0.416
C -7.046 -0.619 4.734 -0.253
C -7.024 -0.785 3.266 0.456
O -6.092 -0.372 2.595 -0.488
C -8.173 -1.472 2.640 -0.437
C -9.191 -1.926 3.372 -0.354
C -9.214 -1.761 4.841 0.289
O -10.142 -2.172 5.508 -0.524
H -8.096 -0.961 6.543 0.420
H -6.196 -0.113 5.177 0.391
H -8.140 -1.584 1.563 0.409
H -10.040 -2.432 2.929 0.403
```

## Properties
Kohn-Sham gap ... 7.6579 eV
Charge ... +1